61
Properties=species:S:1:pos:R:3 method="wB97M-V/def2-TZVPD" orbital_gap_ha=0.2004
P -1.50134 2.70722 -1.29438
P 1.39471 0.46352 -3.09693
C -0.27883 2.88609 -2.66238
C 0.10851 1.69082 -3.58887
H 0.62674 3.41362 -2.30854
H -0.77161 3.63129 -3.32340
H -0.79316 1.17899 -3.97291
H 0.55263 2.15690 -4.49388
C 2.91081 1.44496 -3.17033
H 3.73918 0.86936 -2.74623
H 2.80928 2.36447 -2.58127
H 3.14071 1.72329 -4.20451
C 1.34777 -0.65617 -4.50028
H 1.95437 -0.25779 -5.32088
H 0.32208 -0.77576 -4.85940
H 1.72391 -1.63736 -4.20521
C -1.55385 4.38370 -0.64507
H -1.96468 4.39582 0.36669
H -2.15996 5.02773 -1.29238
H -0.54642 4.80546 -0.60729
C -3.03140 2.43206 -2.23684
H -2.90162 1.62531 -2.96840
H -3.31610 3.34104 -2.78032
H -3.84152 2.13698 -1.56278
Sr 0.17028 -2.22472 2.94167
C 1.14389 -0.70357 -1.72164
C 1.90723 0.31621 -1.00293
C 1.41040 1.52926 -0.32558
C 0.33319 1.40707 0.75183
C -1.08297 1.80831 0.26467
C -1.84122 0.82746 -0.47228
C -1.37166 -0.17767 -1.46013
C -0.21411 -1.12174 -1.11502
C -1.87789 -1.28236 4.21840
H 1.76172 -1.61111 -1.90429
H 2.96747 0.10680 -0.83909
H 1.04815 2.24569 -1.06304
H 2.26835 2.10142 0.07028
H 0.28912 0.38475 1.17039
H 0.63809 2.04363 1.59606
H -1.68680 2.22588 1.09257
H -2.89070 0.73310 -0.19009
H -1.06839 0.34155 -2.37278
H -2.24943 -0.75547 -1.81426
H -0.10393 -1.23641 -0.02370
H -0.47386 -2.12266 -1.48638
H -2.66637 -2.02981 4.39888
H -2.29038 -0.48342 3.57777
H -1.60541 -0.84253 5.19178
S 2.01884 -4.19984 2.10692
C 1.47797 -4.43842 3.72511
C 0.24658 -5.11011 3.95154
C -0.45728 -4.87138 5.12723
C 0.05735 -4.00782 6.10239
C 1.33087 -3.44397 5.93984
C 2.05256 -3.66669 4.77179
H -0.12367 -5.78337 3.17401
H -1.40896 -5.38382 5.29742
H -0.52779 -3.80782 7.00764
H 1.78972 -2.85534 6.73964
H 3.05887 -3.26261 4.62914



50
Properties=species:S:1:pos:R:3 method="wB97M-V/def2-TZVPD" e_above_lowest_kj_mol=0.0 total_charge=+3 multiplicity=2 s2=0.7821 orbital_gap_ha="0.2708 / 0.2641"
Ti 0.62915 0.00099 -0.52352
S -0.02561 2.39644 -0.66356
S -0.30480 -2.39392 -0.82919
C -1.83387 2.72415 -0.38647
C -0.10850 2.47224 -2.51819
C -0.79789 1.26436 -3.12268
N -0.24153 -0.01523 -2.59765
C -1.00154 -1.16707 -3.19290
C -0.42022 -2.45175 -2.66211
H 0.90603 2.62322 -2.90753
H -0.70446 3.36997 -2.71841
H -0.65715 1.27752 -4.21806
H -1.88289 1.28156 -2.93174
H -0.88540 -1.13615 -4.28767
H -2.06973 -1.05778 -2.96852
H 0.59648 -2.62220 -3.03577
H -1.04656 -3.31328 -2.90858
C -2.12056 -2.30459 -0.48613
H 0.68304 -0.10114 -3.04367
H -2.55026 -1.32674 -0.73095
H -2.23275 -2.49680 0.58547
H -2.61537 -3.09843 -1.05926
H -1.94903 2.91481 0.68463
H -2.45618 1.87218 -0.68781
H -2.10724 3.61985 -0.95866
C 2.25384 0.65099 -1.46996
C 3.13097 1.42109 -0.51134
H 2.17526 1.17256 -2.42689
H 2.65090 -0.37020 -1.63424
H 3.01507 2.50584 -0.62640
H 4.18051 1.17965 -0.73906
N 1.88958 -0.95230 0.76660
C 1.60453 -0.87376 2.09341
C 2.49920 -1.25686 3.10659
C 2.11223 -1.12516 4.44704
C 0.81994 -0.73689 4.79018
C -0.13028 -0.38883 3.79377
C -1.49092 -0.14192 4.04685
C -2.33481 0.12506 2.98562
C -1.83005 0.19842 1.68197
N -0.52131 0.00689 1.41769
C 0.30988 -0.36496 2.43895
H 2.99327 1.18819 0.55215
H 2.78592 -1.37986 0.53661
H 3.48708 -1.61655 2.81722
H 2.83434 -1.34753 5.23129
H 0.50178 -0.70512 5.83609
H -1.85558 -0.20594 5.07229
H -3.40089 0.27879 3.13172
H -2.48365 0.40618 0.83079



19
Properties=species:S:1:pos:R:3 method="wB97M-V/def2-TZVPD" e_above_lowest_kj_mol=240.3 orbital_gap_ha=0.3284
C 1.99259 -0.10982 1.10896
C 0.80290 0.64408 1.22796
C 1.81000 -0.91048 -0.01339
C -0.07180 0.12326 0.31102
C 2.70777 -1.93310 -0.62298
N -4.66991 1.55698 0.05305
O 3.86848 -1.92501 -0.47962
O -3.25952 -0.39026 -1.10948
O -3.53508 -0.79147 1.09646
O -1.73784 -2.19560 -0.26103
O 0.53005 -0.81488 -0.50169
O -1.34638 0.35750 0.02891
F -1.47786 -1.16069 1.78772
S -4.39280 0.16231 -0.24514
S -2.20717 -1.00463 0.31881
H 3.06526 0.02960 1.49595
H 0.32073 1.29911 2.02270
H 2.26164 -2.66732 -1.25668
H -5.55175 -0.64609 -0.52257



79
Properties=species:S:1:pos:R:3 method="wB97M-V/def2-TZVPD" e_above_lowest_kj_mol=0.0 orbital_gap_ha=0.3364
C 5.41515 -2.58799 0.80538
C 4.11462 -1.88539 1.19893
C 3.02005 -1.95162 0.12788
C 1.63877 -1.46407 0.63910
P 2.77233 -3.63117 -0.50505
C 2.06315 -4.83901 0.85734
O 2.54367 -4.55578 1.94003
O 1.30466 -5.62895 0.36070
H 5.33021 -3.66343 0.96532
H 6.26509 -2.21102 1.37304
H 5.60794 -2.43107 -0.26160
H 3.72368 -2.31450 2.12150
H 4.32254 -0.82687 1.38380
H 3.33027 -1.31628 -0.70680
H 1.30899 -0.60878 0.05405
H 0.86433 -2.23183 0.55111
H 1.71334 -1.16889 1.68351
H 1.89292 -3.52169 -1.58062
H 3.94572 -4.15399 -1.05248
C 10.50594 -3.52463 -0.35161
C 9.75657 -3.25668 0.94734
C 9.05194 -4.50387 1.49208
C 7.99635 -4.97128 0.59560
N 7.15766 -5.30815 -0.11155
H 9.82238 -3.82714 -1.14606
H 11.03106 -2.63032 -0.68572
H 11.24455 -4.31768 -0.22126
H 9.02005 -2.46563 0.79536
H 10.45009 -2.90210 1.71154
H 8.60197 -4.29872 2.46477
H 9.76877 -5.31455 1.63557
C -3.21274 0.58232 3.11633
C -3.49066 1.06653 1.69884
C -2.53294 0.48957 0.65286
C -1.15620 0.93558 0.84650
N -0.07647 1.29666 0.99450
H -2.22470 0.89833 3.45557
H -3.95122 0.98400 3.81079
H -3.25746 -0.50648 3.17481
H -3.44130 2.15717 1.66756
H -4.50746 0.78908 1.41386
H -2.86676 0.79861 -0.33517
H -2.56455 -0.60153 0.67165
C -7.37013 0.11390 -2.91862
C -6.89181 0.68476 -1.58966
C -5.66681 1.59295 -1.74175
C -4.49317 0.86168 -2.22128
N -3.56564 0.28114 -2.57190
H -6.61021 -0.52378 -3.37295
H -8.26794 -0.48696 -2.77844
H -7.60849 0.91182 -3.62446
H -6.65459 -0.12619 -0.89892
H -7.68410 1.27282 -1.12531
H -5.41579 2.05204 -0.78243
H -5.87585 2.40499 -2.44059
C -5.80278 5.03643 5.41535
C -4.52032 4.88057 4.60821
C -4.72075 5.17241 3.11667
C -5.62334 4.20976 2.48652
N -6.31454 3.43228 2.00147
H -6.56192 4.32206 5.09356
H -5.61372 4.86705 6.47472
H -6.21547 6.04092 5.30539
H -4.12514 3.87006 4.72649
H -3.75747 5.56432 4.98305
H -3.76688 5.13844 2.58760
H -5.13052 6.17415 2.97478
C -0.78786 1.65868 -3.81744
C -1.05166 2.15858 -5.23100
C -0.08638 1.55884 -6.25915
C 1.29810 1.96705 -6.02258
N 2.38273 2.29446 -5.84008
H 0.20248 1.96004 -3.47105
H -1.52363 2.06183 -3.12457
H -0.85645 0.57157 -3.76903
H -0.98184 3.24750 -5.26328
H -2.06765 1.89554 -5.53138
H -0.36082 1.86247 -7.27051
H -0.13368 0.46865 -6.22784



25
Properties=species:S:1:pos:R:3 method="wB97M-V/def2-TZVPD" e_above_lowest_kj_mol=500.4 orbital_gap_ha="0.2912 / 0.2914"
C -1.81505 0.83012 -0.77494
C -1.65990 1.30087 -2.21105
C -0.93201 -0.64390 1.55754
H -2.39035 -0.08986 -0.72235
H -2.33093 1.56204 -0.15616
H -0.98786 2.15807 -2.26608
H -2.62063 1.58613 -2.65015
H -1.22061 0.52038 -2.83446
H -1.20331 -1.68949 1.51495
H -1.80515 -0.02770 1.43015
H -0.33944 -0.35704 2.41433
C 0.84181 -1.62072 -0.83931
C 1.43003 0.37592 0.62268
C 1.11731 -1.00424 0.50430
N 1.98268 0.80040 1.81217
N 0.90268 1.20194 -0.26378
O 1.77963 -1.82965 1.40314
H 1.40795 -2.71760 1.34248
H 2.37582 1.72722 1.83236
H 2.48735 0.10615 2.33951
H -0.47798 0.96973 -0.43587
H 1.11420 2.17754 -0.08010
H 0.14486 -2.45673 -0.74841
H 1.77122 -1.99867 -1.27472
H 0.42766 -0.88093 -1.51622



79
Properties=species:S:1:pos:R:3 method="wB97M-V/def2-TZVPD" e_above_lowest_kj_mol=78.3 total_charge=+2 orbital_gap_ha="0.2634 / 0.2635"
Fe -0.73490 -0.62391 0.33972
C -2.74829 -1.56847 2.26539
N -1.30464 -1.73040 1.99970
C -0.44456 -1.35416 3.13312
C 0.21562 0.00429 2.93762
C 0.96948 0.58223 3.94775
C 1.52147 1.83660 3.73758
C 1.28678 2.48353 2.53154
C 0.51929 1.84620 1.57455
N 0.00552 0.62540 1.76922
C -1.01615 -3.03718 1.36568
C -1.75009 -3.12689 0.04057
C -2.30430 -4.30032 -0.42582
C -2.96075 -4.28129 -1.65308
C -3.05222 -3.09137 -2.35073
C -2.46960 -1.95087 -1.81739
N -1.83437 -1.96759 -0.64944
C -3.21096 -0.20694 1.82963
C -4.29566 0.42721 2.40702
C -4.70083 1.65087 1.89675
C -4.00322 2.19250 0.82984
C -2.91781 1.50252 0.32014
N -2.52212 0.32427 0.81392
H -3.29264 -2.32362 1.69692
H -2.97459 -1.73797 3.32002
H -1.04890 -1.28648 4.04132
H 0.30124 -2.13055 3.32063
H 1.09753 0.06644 4.89114
H 2.11038 2.31111 4.51131
H 1.67460 3.47401 2.33997
H 0.28564 2.30299 0.61983
H 0.06032 -3.09646 1.19664
H -1.28652 -3.88979 2.00139
H -2.23681 -5.21022 0.15547
H -3.40364 -5.18544 -2.04858
H -3.56691 -3.03578 -3.29903
H -2.49342 -0.99354 -2.32111
H -4.81822 -0.03579 3.23353
H -5.54710 2.17024 2.32563
H -4.28709 3.14008 0.39464
H -2.33737 1.88861 -0.50508
C 4.36501 -2.89556 0.00358
N 4.18620 -1.69238 0.95494
C 4.69726 -0.43764 0.22416
N 4.03303 -0.28572 -1.01405
C 4.22705 -1.45670 -1.86473
N 3.70396 -2.66460 -1.22680
C 2.24336 -2.67182 -1.11919
P 1.60520 -1.26839 -0.08533
C 2.75406 -1.53551 1.36514
C 2.61927 0.06845 -0.89199
H 3.97689 -3.77235 0.52133
H 5.43965 -2.99874 -0.14704
H 4.75710 -1.84536 1.78783
H 5.76879 -0.58345 0.08562
H 4.51738 0.41018 0.88493
H 5.29264 -1.59238 -2.05387
H 3.72027 -1.29937 -2.81435
H 1.91814 -3.63008 -0.70580
H 1.80356 -2.58896 -2.11470
H 2.47115 -2.43841 1.91120
H 2.68028 -0.68766 2.04978
H 2.50055 0.99725 -0.33080
H 2.19637 0.23732 -1.87903
O -0.26370 6.85500 -4.41852
C -1.30950 6.14983 -3.94261
O -2.41846 6.59380 -3.99227
C -1.01079 4.80041 -3.35803
C -2.02719 3.85075 -3.38804
C -1.82772 2.59316 -2.85068
C -0.61053 2.26181 -2.24867
S -0.35798 0.63241 -1.61007
C 0.39291 3.22699 -2.19001
C 0.19793 4.48062 -2.75207
H 0.54427 6.32939 -4.40983
H -2.97456 4.12114 -3.83541
H -2.61571 1.85209 -2.89606
H 1.33031 3.00317 -1.69548
H 0.98939 5.21726 -2.67101



54
Properties=species:S:1:pos:R:3 method="wB97M-V/def2-TZVPD" e_above_lowest_kj_mol=513.5 orbital_gap_ha=0.3399
C 4.64207 0.16437 2.47158
C 4.47612 0.51317 1.20913
C 3.34018 0.05707 0.35392
C 2.40005 1.20822 -0.06470
C 3.11394 2.16955 -1.03599
C 2.21619 3.24446 -1.55675
C 2.40500 4.53436 -1.34819
C 1.83849 1.93788 1.16605
C 0.37506 2.21080 0.83152
C -0.01853 1.00438 -0.01350
N 1.20511 0.64889 -0.70738
C 1.26483 -0.10193 -1.81827
O 2.28974 -0.42141 -2.39138
C -0.06804 -0.57869 -2.30146
C -0.62843 -1.86314 -2.08767
C -1.83900 -1.79202 -2.71670
C -2.97635 -2.75829 -2.80083
O -3.01251 -3.64107 -1.70673
C -3.11072 -3.12464 -0.44389
C -3.01982 -4.05334 0.59492
C -3.08816 -3.62477 1.90174
C -3.23335 -2.28027 2.21162
C -3.32962 -1.35615 1.18108
O -3.46152 -0.00910 1.34312
C -3.53052 0.50683 2.65012
C -3.28070 -1.78348 -0.14736
O -1.98279 -0.57828 -3.26812
N -0.87945 0.16386 -3.00617
H 5.48092 0.50551 3.05386
H 3.95013 -0.49048 2.97671
H 5.19797 1.16014 0.73028
H 3.72904 -0.41060 -0.55292
H 2.74948 -0.68638 0.89534
H 3.96747 2.61581 -0.52528
H 3.47647 1.57763 -1.87975
H 1.37905 2.90239 -2.15161
H 1.74455 5.28235 -1.75324
H 3.23827 4.90090 -0.76982
H 2.39049 2.85248 1.37093
H 1.91162 1.29110 2.04129
H -0.24669 2.30789 1.71918
H 0.28948 3.12228 0.24090
H -0.81668 1.23956 -0.71770
H -0.34661 0.16869 0.61918
H -0.20423 -2.68573 -1.55340
H -2.86346 -3.40416 -3.67844
H -3.91569 -2.19647 -2.90025
H -2.89619 -5.09471 0.34782
H -3.01952 -4.34488 2.70304
H -3.27153 -1.97555 3.24466
H -3.63808 1.58426 2.53540
H -2.61803 0.29233 3.21618
H -4.39516 0.11287 3.19322
H -3.38034 -1.02450 -0.90527



10
Properties=species:S:1:pos:R:3 method="wB97M-V/def2-TZVPD" e_above_lowest_kj_mol=32.0 total_charge=+3 orbital_gap_ha=0.1515
In 2.61618 -2.09055 1.83871
C -0.49511 0.47090 -1.10127
C -0.01143 0.42298 0.36306
O 0.09429 -0.91825 0.79257
H 0.29302 0.08151 -1.74573
H -0.69952 1.52006 -1.31474
H -1.39245 -0.11460 -1.30147
H -0.61033 1.05108 1.02253
H 1.00161 0.80819 0.47914
H -0.79628 -1.23130 0.96718



14
Properties=species:S:1:pos:R:3 method="wB97M-V/def2-TZVPD" e_above_lowest_kj_mol=360.7 orbital_gap_ha=0.3435
C -1.71516 -0.65127 0.30793
C -1.75210 0.56105 -0.61436
N -0.48640 1.06154 -1.16008
C 0.56442 0.55193 -0.76776
C 1.63869 0.05932 -0.24575
C 2.74473 0.04114 0.66306
O 2.62440 -0.87867 -0.45287
H -2.74863 -0.88840 0.57870
H -1.15660 -0.46801 1.23249
H -1.27805 -1.52989 -0.17918
H -2.19847 1.41290 -0.08941
H -2.39237 0.35255 -1.47645
H 3.52420 0.79272 0.55945
H 2.63134 -0.41692 1.64422



79
Properties=species:S:1:pos:R:3 method="wB97M-V/def2-TZVPD" e_above_lowest_kj_mol=261.2 total_charge=+1 multiplicity=3 s2=2.0090 orbital_gap_ha="0.1937 / 0.2165"
C 0.89646 -1.19709 3.76357
C -0.21356 -0.02704 3.60171
O -0.92957 0.10799 4.87971
C -1.98964 1.06662 4.73919
C -3.30315 0.39908 4.05467
C -3.29630 -1.16964 3.80913
C -4.59235 -1.70938 3.09837
C -5.70266 -0.63370 2.78194
Br -7.38196 -1.14827 1.90480
N -5.43487 0.71978 3.16106
N -4.36326 1.26656 3.72422
H 1.40213 -1.43028 2.75085
H 0.45516 -2.15026 4.23223
H 1.72274 -0.74600 4.42631
H -0.93159 -0.35735 2.75338
H 0.35287 0.92383 3.30047
H -2.23464 1.65709 5.68342
H -1.62070 1.84928 3.96547
H -2.43106 -1.84233 4.11066
H -4.69508 -2.81305 2.83983
H -6.21741 1.37930 2.95644
C 0.14104 2.62516 -1.99806
C 0.22912 2.88670 -0.46968
C 0.04955 4.39480 -0.17831
C 1.27356 5.23929 -0.51395
C 2.52831 4.66174 0.13098
C 2.74453 3.17246 -0.20317
N 1.52321 2.34464 0.04680
O 1.39936 2.18624 1.39227
C 3.18849 3.03724 -1.68028
C 3.97406 2.65920 0.59005
C -1.00585 2.14697 0.11000
H 0.72200 1.74476 -2.28688
H -0.88660 2.42551 -2.31840
H 0.47644 3.47443 -2.59413
H -0.18184 4.53989 0.88427
H -0.81323 4.78252 -0.73117
H 1.40160 5.31628 -1.59782
H 1.11761 6.26154 -0.15498
H 3.39619 5.24932 -0.18529
H 2.45482 4.79438 1.21769
H 3.27069 1.98626 -1.97262
H 4.16960 3.49528 -1.83335
H 2.52441 3.53478 -2.38485
H 3.86536 2.79704 1.67001
H 4.87695 3.20365 0.30117
H 4.15273 1.59747 0.39530
H -0.93488 1.06610 -0.05735
H -1.92556 2.49663 -0.36830
H -1.13699 2.32220 1.18168
C 0.18963 -2.41285 -0.15029
C 0.83777 -2.12251 -1.53146
C -0.17543 -1.40257 -2.45160
C -1.25570 -2.31845 -3.01765
C -0.63859 -3.54982 -3.67220
C 0.32905 -4.30471 -2.73913
N 1.34444 -3.40187 -2.11414
O 2.26159 -3.08762 -3.06930
C -0.48236 -5.03682 -1.64236
C 0.98378 -5.46298 -3.53528
C 1.97437 -1.11740 -1.20901
H 0.63110 -3.29562 0.32052
H 0.34422 -1.58746 0.55308
H -0.89116 -2.55307 -0.20907
H 0.35463 -0.94206 -3.29424
H -0.65423 -0.57906 -1.90932
H -1.95899 -2.61437 -2.23264
H -1.84459 -1.76876 -3.75916
H -1.43970 -4.21771 -4.00568
H -0.11180 -3.23444 -4.58128
H 0.18015 -5.51481 -0.91497
H -1.10541 -5.82189 -2.08030
H -1.17092 -4.38976 -1.10106
H 1.50858 -5.11442 -4.42957
H 0.22709 -6.17258 -3.88112
H 1.69417 -6.01545 -2.91343
H 2.73396 -1.57146 -0.56354
H 1.57955 -0.23957 -0.68779
H 2.46856 -0.73758 -2.10706